This record from the OMol25 dataset describes a molecular structure, C24H28CoN5O. The level of theory is ωB97M-V/def2-TZVPD.

Last column: natural (NBO) charge in e.
Atoms and positions in Å:
N (2.8856, 0.3319, 0.6876)  -0.14
C (2.3141, -0.8864, 0.1672)  0.04
C (2.7684, -3.0017, -0.9307)  -0.02
C (-1.0224, 0.2389, -2.3205)  -0.06
C (-3.3302, -0.1421, 2.3674)  -0.21
H (-1.2944, 4.3582, 0.1554)  0.23
C (-3.1833, 3.2025, -0.1403)  -0.33
H (-0.7685, -1.6011, -3.3833)  0.23
N (-1.3410, 2.3840, 0.8617)  -0.42
H (-3.8684, 3.8738, -0.6331)  0.25
C (-3.3839, -1.3148, 3.0981)  -0.04
H (0.7344, -0.9161, -2.7559)  0.23
C (4.3372, 1.8259, 1.4191)  -0.32
H (4.7277, -3.8671, -1.2243)  0.22
C (0.5461, -2.4383, -0.1498)  -0.27
H (0.7744, 3.6827, -1.2364)  0.19
C (-4.5852, -1.6560, 3.9458)  -0.63
H (5.2096, 2.2883, 1.8510)  0.25
H (3.7793, -3.7053, -2.6980)  0.23
N (-2.3088, 1.4209, 0.8341)  -0.17
C (-2.2572, -2.1333, 3.0538)  -0.17
C (-0.2197, -0.6703, -3.2274)  -0.65
H (-4.5140, -1.1872, 4.9292)  0.23
H (-0.4971, -2.7129, -0.0402)  0.23
H (-4.2964, 1.2803, 0.1432)  0.25
H (-1.8958, 0.6544, -2.8275)  0.19
Co (0.3492, 1.5284, 0.1710)  1.46
C (3.1839, -1.7658, -0.4734)  -0.20
C (-0.0488, 2.4126, -2.7738)  -0.06
C (-3.4178, 1.8974, 0.2433)  0.02
H (-4.6652, -2.7319, 4.0996)  0.23
O (-0.2251, 1.3398, -1.8334)  -0.63
C (-1.8751, 3.4536, 0.2595)  -0.01
H (2.9335, 3.4996, 0.9399)  0.23
C (0.9538, -1.1874, 0.3306)  0.23
H (3.3892, -4.9727, -1.5412)  0.23
H (-1.0044, 2.9247, -2.9038)  0.19
C (-1.0732, -0.6195, 1.5604)  0.13
N (0.0730, -0.2451, 0.8687)  -0.83
C (1.4233, -3.3220, -0.7477)  -0.17
H (1.0533, -4.2807, -1.0951)  0.22
H (1.0705, 4.2421, -2.8731)  0.25
C (-2.2168, 0.1943, 1.5981)  0.13
H (-1.3601, -0.2986, -1.4360)  0.20
H (-4.1680, 0.5474, 2.4061)  0.22
C (3.1833, 2.4497, 0.9518)  0.00
C (1.0159, 3.3478, -2.2526)  -0.63
H (-0.0313, -0.2235, -4.2052)  0.21
N (2.3126, 1.5471, 0.5025)  -0.43
C (-1.1384, -1.7898, 2.3223)  -0.24
H (-2.2488, -3.0545, 3.6266)  0.22
H (-0.2715, -2.4382, 2.3422)  0.23
H (0.2507, 1.9898, -3.7329)  0.20
H (1.9942, 2.8672, -2.2399)  0.23
H (4.2191, -1.4708, -0.6140)  0.22
C (3.7199, -3.9389, -1.6329)  -0.63
H (-5.5092, -1.3106, 3.4818)  0.22
C (4.1062, 0.4795, 1.2326)  0.02
H (4.7116, -0.3805, 1.4715)  0.25

Force components x, y, z for each atom (eV/Å):
N -0.06 -0.02 -0.18
C 0.20 0.15 0.06
C -0.03 -0.15 -0.08
C 0.04 -0.09 -0.05
C -0.01 0.15 -0.07
H 0.01 -0.07 -0.03
C -0.06 0.03 -0.04
H 0.02 0.05 -0.03
N -0.20 0.06 -0.16
H 0.07 -0.08 0.05
C -0.08 -0.02 0.06
H -0.04 -0.03 -0.01
C 0.05 0.02 0.04
H -0.02 0.01 0.01
C -0.13 -0.11 -0.07
H 0.00 0.03 -0.01
C 0.10 0.03 -0.08
H -0.08 -0.06 -0.04
H 0.00 -0.01 0.01
N 0.04 -0.01 0.24
C 0.01 -0.06 0.04
C 0.03 0.00 0.00
H 0.01 0.00 -0.01
H 0.07 0.00 -0.03
H 0.05 0.03 0.03
H -0.05 0.02 0.01
Co -0.10 -0.46 -0.30
C 0.16 0.17 0.06
C 0.06 -0.03 -0.06
C -0.05 -0.06 -0.01
H 0.01 0.02 -0.02
O 0.21 0.30 0.14
C -0.02 -0.05 0.16
H 0.00 -0.06 -0.02
C -0.21 0.09 0.25
H 0.00 0.01 0.01
H -0.07 0.00 0.03
C 0.18 0.06 -0.15
N -0.01 0.08 -0.11
C 0.00 -0.02 -0.01
H 0.00 0.04 0.02
H 0.01 -0.04 -0.02
C -0.07 0.17 -0.11
H 0.04 0.03 0.06
H 0.06 -0.03 -0.02
C 0.01 -0.05 0.01
C -0.03 -0.04 0.06
H 0.00 -0.03 0.06
N 0.11 0.03 0.03
C 0.00 -0.19 0.17
H 0.01 0.03 -0.03
H -0.04 0.03 0.03
H -0.01 0.01 -0.03
H -0.02 0.02 0.02
H -0.06 0.02 0.03
C -0.10 0.08 0.03
H 0.02 0.00 0.00
C 0.01 -0.08 0.09
H -0.05 0.06 -0.06

Frontier orbital gap (spin up / spin down), eV: 7.893 / 7.443
Multiplicity: 4
Lowest unoccupied orbital energy (spin up / spin down), eV: -2.0 / -2.4
Total charge: +1
HOMO energy (spin up / spin down), Ha: -0.362 / -0.362


This record from the OMol25 dataset describes 2 unconnected molecules or ions with the total composition C10H24NO5 in a non-equilibrium geometry. The level of theory is ωB97M-V/def2-TZVPD.

Last column: natural (NBO) charge in e.
Atoms and positions in Å:
C (-1.2835, 3.1422, 1.8901)  -0.09
H (0.0645, -1.3557, -2.3404)  0.25
H (4.0945, -4.7055, -0.2963)  0.59
C (-1.6192, -0.3948, -0.2642)  -0.11
H (3.1531, -2.5424, -3.2451)  0.38
C (-0.5244, -2.9068, -0.6510)  -0.41
H (-2.8014, -2.4662, -0.3186)  0.24
O (-0.5227, 2.1280, -1.4514)  -0.54
H (-0.8366, -2.8987, -3.0143)  0.23
H (-2.3337, 3.4346, 1.4667)  0.20
O (-2.0115, 0.0485, -1.6120)  -0.53
H (-0.5588, -0.0180, 0.0867)  0.21
H (0.4357, -2.8157, 0.0216)  0.16
H (-1.6292, 3.8278, -0.5556)  0.21
O (3.3462, -4.3189, 0.2260)  -0.77
O (-2.9397, 2.2030, -2.1239)  -0.55
N (2.5265, -2.2856, -2.4378)  -0.84
H (1.4146, 3.5298, 2.7906)  0.23
C (0.7699, 4.3773, 3.2757)  -0.65
H (-2.3967, 0.1128, 0.4861)  0.20
C (1.3546, -3.2740, -2.4712)  -0.20
H (3.6225, -4.1103, 1.1546)  0.59
C (-0.8342, 4.3149, 2.9447)  -0.44
H (-0.9313, -4.0276, -0.7069)  0.22
H (0.2318, 4.0111, -0.7867)  0.19
O (-0.2731, 2.7849, 0.8863)  -0.56
H (3.0009, -2.4204, -1.5179)  0.33
H (-1.3812, 4.0640, 3.9734)  0.22
H (1.5414, -4.0156, -1.5579)  0.08
H (2.5499, -4.9085, 0.2088)  0.59
H (-1.6826, -2.1643, 1.1720)  0.22
H (0.9889, 4.3203, 4.4478)  0.22
H (-1.4611, 2.1603, 2.5458)  0.18
C (-1.7406, -2.0136, -0.0101)  -0.43
C (-1.8408, 1.5339, -1.7227)  0.97
C (-0.6222, 3.2411, -0.4647)  0.20
C (-0.1009, -2.5039, -2.1853)  -0.44
H (-1.2481, 5.3850, 2.6339)  0.22
H (1.3397, -3.9396, -3.4336)  0.22
H (1.1387, 5.4665, 2.9569)  0.22

Force components x, y, z for each atom (eV/Å):
C -0.81 -0.55 2.07
H -0.31 -2.27 0.42
H -0.37 0.18 0.19
C -0.51 -0.20 2.39
H -0.54 0.57 1.51
C -1.08 0.03 -0.89
H 2.39 1.26 0.41
O -4.03 -0.99 0.93
H 1.13 0.87 1.96
H 2.07 -0.60 0.33
O 1.93 3.46 1.01
H -1.94 -0.72 -1.10
H -1.79 -0.20 -1.16
H 1.63 -1.61 0.33
O 0.29 -0.37 0.38
O 7.85 -4.08 2.80
N -0.30 -1.91 -0.53
H -1.40 1.77 0.64
C 0.31 1.00 0.66
H 1.63 -1.10 -1.51
C -0.46 -0.12 0.85
H -0.12 -0.10 -0.43
C -0.26 -0.07 0.85
H 1.20 2.29 0.39
H -1.77 -1.99 0.50
O -2.40 1.20 -1.51
H -0.20 0.40 -1.47
H 0.97 0.48 -2.34
H -0.73 1.00 -1.78
H 0.17 0.30 -0.13
H -0.16 0.50 -2.51
H -0.71 0.08 -2.56
H 0.48 2.02 -1.49
C -0.01 -0.17 0.37
C -5.42 1.94 -1.87
C 1.52 2.00 -0.14
C 1.10 -0.83 -0.28
H 1.04 -2.36 0.43
H 0.05 1.50 1.74
H -0.47 -2.64 0.50

Frontier orbital gap, eV: 6.650
Lowest unoccupied orbital energy, eV: -5.5
Relative energy (zero: lowest compared OMol25 entry of this formula, charge and spin), kcal/mol: 140.2
Total charge: +1
HOMO energy, Ha: -0.448